Entry 1:
ORCA calculation (ωB97M-V/def2-TZVPD) on the ion C4H3O2S with charge -1 at a distorted geometry.

Computed properties:
Spin multiplicity: 1
Structure (SMILES): C=CC(=O)C([O-])=S
Orbital gap, eV: 6.810
E_tot, eV: -19125.4512
Net charge: -1
LUMO energy, eV: 3.42

XYZ file:
```
10
C4H3O2S (ωB97M-V/def2-TZVPD)
C 0.024 -0.362 0.723
C 1.201 -0.777 0.189
C 2.110 -0.256 -1.028
O 2.139 -0.775 -2.155
C 3.094 0.544 -0.363
O 3.917 1.281 -1.009
S 3.266 0.319 1.387
H -0.694 -0.960 1.327
H -0.473 0.609 0.695
H 1.126 -2.015 0.037
```

Atom charges from the natural (NBO) analysis, given in e for atoms 1 to 8: -0.468, -0.261, 0.464, -0.525, 0.205, -0.614, -0.364, 0.177

=====

Entry 2:
ORCA calculation (ωB97M-V/def2-TZVPD) on the ion C4H3O4 with charge -1 at a distorted geometry.

Computed properties:
Spin multiplicity: 1
Orbital gap, eV: 6.821
E_tot, eV: -12383.2233
Net charge: -1
LUMO energy, eV: 3.13

XYZ file:
```
11
C4H3O4 (ωB97M-V/def2-TZVPD)
C -1.954 -0.078 1.207
C 1.459 -0.471 -0.885
C 0.318 0.424 -0.374
C -0.382 0.010 0.818
O -2.380 0.699 0.344
O -2.487 -0.810 2.032
O 1.843 -1.367 -0.073
O 0.548 0.898 0.987
H 0.959 -0.704 -2.010
H 2.353 0.204 -1.023
H -0.278 1.195 -1.024
```

Atom charges from the natural (NBO) analysis, given in e for atoms 1 to 8: 0.746, 0.003, -0.032, 0.472, -0.636, -0.650, -0.858, -0.375

=====

Entry 3:
ORCA calculation (ωB97M-V/def2-TZVPD) on a structure of composition C4H3O6Sn at a distorted geometry.

Computed properties:
Spin multiplicity: 1
Orbital gap (spin up / spin down), eV: 5.435 / 6.109
E_tot, eV: -22299.0075
Net charge: +1
LUMO energy (spin up / spin down), eV: -5.78 / -5.78

XYZ file:
```
14
C4H3O6Sn (ωB97M-V/def2-TZVPD)
O 1.761 0.063 0.802
C 0.602 -0.034 0.289
O -1.515 1.126 0.093
C -2.360 0.144 -0.139
C -0.400 0.866 0.934
O -2.223 -0.995 0.398
O -3.307 0.347 -0.951
H -0.714 0.426 1.892
H 0.054 1.849 1.127
Sn -3.660 -1.535 -0.671
O 3.659 -0.822 -0.517
C 2.694 0.048 -0.580
O 1.768 -0.057 -1.399
H 3.642 -1.426 -1.278
```

Atom charges from the natural (NBO) analysis, given in e for atoms 1 to 8: -0.542, 0.395, -0.405, 0.961, -0.258, -0.807, -0.758, 0.244

=====

Entry 4:
ORCA calculation (ωB97M-V/def2-TZVPD) on a structure of composition C4H3ORb at a distorted geometry.

Computed properties:
Spin multiplicity: 1
Orbital gap (spin up / spin down), eV: 3.851 / 3.851
E_tot, eV: -6892.8569
LUMO energy (spin up / spin down), eV: -1.71 / -1.71

XYZ file:
```
9
C4H3ORb (ωB97M-V/def2-TZVPD)
C -3.089 -0.664 0.264
C -2.750 0.419 0.888
H -3.036 -0.736 -0.833
H -2.493 0.606 1.935
C -2.190 2.170 0.041
C -1.078 2.092 -0.587
O -0.008 1.565 -0.822
Rb 1.839 -1.598 0.108
H -2.731 3.063 0.337
```

Atom charges from the natural (NBO) analysis, given in e for atoms 1 to 8: -0.503, -0.255, 0.169, 0.184, -0.642, 0.526, -0.699, 0.993